Record 1
Formula: C3H2N2O
Source: the Open Molecules 2025 dataset
Level of theory: wB97M-V/def2-TZVPD

For the calculated total energy, the calculation gives -300.01876 Eh. The relative energy (zero: lowest compared OMol25 entry of this formula, charge and spin) is 133.4 kcal/mol. The calculation puts the max |F| at 2.83 eV/A. As for the HOMO energy: -9.711 eV. The value obtained for the orbital gap is 8.2 eV.

Last column: Löwdin charge in e.
Element x y z (Å)
C (0.881891, 0.553673, -0.281500)  -0.218
C (1.233013, -0.611424, 0.316758)  0.206
C (-1.506878, 0.024949, 0.208468)  -0.583
N (-0.422499, 0.539323, -0.646038)  0.040
N (-0.786168, -0.984675, -0.197014)  0.182
O (-2.525557, 0.408082, 0.674579)  0.151
H (1.171002, 1.590882, -0.373778)  0.118
H (1.955193, -1.520808, 0.298527)  0.104

Forces on atoms 1 to 2 (eV/Å):
C -1.74 0.59 0.37
C -0.91 -1.52 -0.53

***

Record 2
Formula: C3H2N2O
Source: the Open Molecules 2025 dataset
Level of theory: wB97M-V/def2-TZVPD

For the calculated total energy, the calculation gives -300.09669 Eh. Its SMILES is N#CC(O)C#N. The relative energy (zero: lowest compared OMol25 entry of this formula, charge and spin) is 84.5 kcal/mol. The calculation puts the max |F| at 13.95 eV/A. As for the HOMO energy: -11.811 eV. The value obtained for the orbital gap is 11.3 eV.

Last column: Löwdin charge in e.
Element x y z (Å)
N (2.580833, -0.881252, -0.310650)  0.117
C (1.612580, -0.423181, 0.106321)  -0.091
C (0.003375, 0.079830, 0.376831)  -0.332
O (-0.255380, 1.279786, -0.208624)  0.025
C (-1.204992, -0.829327, 0.018110)  -0.015
N (-2.544328, -0.941380, -0.229110)  0.117
H (-0.015180, 0.485510, 1.350162)  0.119
H (-0.176906, 1.230012, -1.103041)  0.060

Forces on atoms 1 to 2 (eV/Å):
N 0.10 0.26 0.30
C -4.01 0.07 -0.19

***

Record 3
Formula: C3H2N2O
Source: the Open Molecules 2025 dataset
Level of theory: wB97M-V/def2-TZVPD

For the calculated total energy, the calculation gives -300.14034 Eh. The relative energy (zero: lowest compared OMol25 entry of this formula, charge and spin) is 57.2 kcal/mol. The calculation puts the max |F| at 4.25 eV/A. As for the HOMO energy: -9.439 eV. The value obtained for the orbital gap is 9.5 eV.

Last column: Löwdin charge in e.
Element x y z (Å)
C (-0.037320, 0.908699, -0.122710)  -0.141
C (-1.224282, 0.145478, -0.284741)  -0.387
C (1.150503, -0.973355, 0.798194)  -0.283
N (0.917167, 0.169968, 0.496851)  0.105
N (-2.216211, -0.391715, -0.057608)  0.158
O (1.543127, -2.054032, 0.953540)  0.197
H (0.183788, 1.937794, -0.448561)  0.138
H (-0.316772, 0.257162, -1.334964)  0.213

Forces on atoms 1 to 2 (eV/Å):
C -0.49 -1.61 -3.91
C -1.51 2.28 2.58

***

Record 4
Formula: C3H2N2O2
Source: the Open Molecules 2025 dataset
Level of theory: wB97M-V/def2-TZVPD

For the calculated total energy, the calculation gives -375.27449 Eh. The relative energy (zero: lowest compared OMol25 entry of this formula, charge and spin) is 148.7 kcal/mol. The calculation puts the max |F| at 6.07 eV/A. As for the HOMO energy: -9.821 eV. The value obtained for the orbital gap is 9.9 eV.

Last column: Löwdin charge in e.
Element x y z (Å)
C (1.305164, -0.231840, 0.132170)  0.145
C (-0.621393, 0.126052, 0.647350)  -0.435
C (0.034546, 0.156008, -0.570360)  -0.241
H (2.142658, 0.651903, 0.192117)  0.177
H (1.549852, -1.329361, 0.238643)  0.141
N (-1.943149, 0.188809, 0.350219)  0.127
N (-0.815944, 0.026966, -1.567219)  0.139
O (0.313963, 0.064592, 1.529983)  0.051
O (-1.965696, 0.346871, -0.952902)  -0.103

Forces on atoms 1 to 2 (eV/Å):
C 0.97 2.14 2.17
C -4.37 1.68 -3.87

***

Record 5
Formula: C3H2N2O2
Source: the Open Molecules 2025 dataset
Level of theory: wB97M-V/def2-TZVPD

For the calculated total energy, the calculation gives -375.37194 Eh. Its SMILES is O=CC(=O)N1C=N1. The relative energy (zero: lowest compared OMol25 entry of this formula, charge and spin) is 87.6 kcal/mol. The calculation puts the max |F| at 0.64 eV/A. As for the HOMO energy: -10.100 eV. The value obtained for the orbital gap is 9.4 eV.

Last column: Löwdin charge in e.
Element x y z (Å)
O (2.258573, 0.934529, 1.089525)  0.102
C (1.070499, 0.760739, 1.128450)  -0.165
C (0.265488, 0.582075, -0.161439)  -0.425
O (0.589862, 1.064873, -1.210796)  0.140
N (-0.921751, -0.172597, 0.080329)  0.029
C (-1.134646, -1.257703, -0.801827)  -0.159
N (-1.747555, -0.307104, -1.295658)  0.222
H (0.502372, 0.701791, 2.073250)  0.124
H (-0.882841, -2.306603, -0.901834)  0.132

Forces on atoms 1 to 2 (eV/Å):
O -0.51 -0.06 0.05
C 0.55 0.12 0.10

***

Record 6
Formula: C3H2N2O2
Source: the Open Molecules 2025 dataset
Level of theory: wB97M-V/def2-TZVPD

For the calculated total energy, the calculation gives -375.30796 Eh. Its SMILES is N#C[C@@H]1C=NOO1. The relative energy (zero: lowest compared OMol25 entry of this formula, charge and spin) is 127.7 kcal/mol. The calculation puts the max |F| at 5.26 eV/A. As for the HOMO energy: -10.398 eV. The value obtained for the orbital gap is 10.9 eV.

Last column: Löwdin charge in e.
Element x y z (Å)
N (-1.123805, -2.164971, -0.400688)  0.206
C (-0.719639, -1.132778, -0.666742)  -0.216
C (-0.058567, 0.078824, -0.708828)  -0.218
C (0.962929, 0.118752, 0.566925)  -0.038
N (0.453909, 0.840335, 1.451859)  0.055
O (-0.629451, 1.468217, 1.070613)  -0.052
O (-0.905253, 1.247959, -0.294896)  -0.041
H (0.429430, 0.258597, -1.775557)  0.191
H (1.590447, -0.714935, 0.757314)  0.114

Forces on atoms 1 to 2 (eV/Å):
N -0.57 -1.04 -0.14
C -1.08 -1.79 0.47

***

Record 7
Formula: C3H2N2O2
Source: the Open Molecules 2025 dataset
Level of theory: wB97M-V/def2-TZVPD

For the calculated total energy, the calculation gives -375.39102 Eh. The relative energy (zero: lowest compared OMol25 entry of this formula, charge and spin) is 75.6 kcal/mol. The calculation puts the max |F| at 1.21 eV/A. As for the HOMO energy: -9.990 eV. The value obtained for the orbital gap is 9.1 eV.

Last column: Löwdin charge in e.
Element x y z (Å)
N (2.165245, 0.429202, -0.774221)  0.131
C (0.939488, 0.289221, -0.464755)  -0.629
O (-0.210416, 0.384956, -1.001744)  -0.038
C (-1.601876, -0.421828, 0.511420)  -0.108
O (-1.993766, -1.462629, 0.216232)  0.211
C (0.569978, -0.120839, 0.950452)  0.030
N (-0.229951, -0.410398, 1.762122)  0.186
H (2.227474, 0.688097, -1.757451)  0.059
H (-1.866178, 0.624218, 0.557945)  0.158

Forces on atoms 1 to 2 (eV/Å):
N -0.53 -0.08 0.14
C 0.43 0.07 -0.12

***

Record 8
Formula: C3H2N2O2S
Source: the Open Molecules 2025 dataset
Level of theory: wB97M-V/def2-TZVPD

For the calculated total energy, the calculation gives -773.52864 Eh. Its SMILES is C=C=NS(=O)(=O)C#N. The relative energy (zero: lowest compared OMol25 entry of this formula, charge and spin) is 137.1 kcal/mol. The calculation puts the max |F| at 4.36 eV/A. As for the HOMO energy: -10.576 eV. The value obtained for the orbital gap is 10.1 eV.

Last column: Löwdin charge in e.
Element x y z (Å)
C (-0.592468, -0.830722, 1.650413)  0.036
C (-0.867399, -0.575922, 0.429092)  -0.234
N (-1.186825, -0.063911, -0.689411)  -0.041
S (-0.026487, 0.885180, -1.485309)  0.717
O (-0.048077, 2.198823, -0.843280)  -0.274
O (-0.023298, 0.200883, -2.761441)  -0.279
C (1.451968, 0.060523, -0.727603)  -0.279
N (2.363199, -0.379251, -0.234744)  0.137
H (-1.183140, -0.103436, 2.423433)  0.150
H (0.112528, -1.392167, 2.238851)  0.068

Forces on atoms 1 to 2 (eV/Å):
C -1.38 2.04 3.59
C -0.67 2.18 -2.90